## w
Below is one molecule with the formula C23H26N4O4, with properties calculated with wB97M-V/def2-TZVPD.

Geometry as XYZ:
```
57
Properties=species:S:1:pos:R:3:nbo_charge:R:1
O -2.850 -1.080 -1.691 -0.62
C -2.571 -1.295 -0.525 0.67
C -1.238 -0.878 0.026 -0.16
C -0.071 -1.555 -0.339 -0.12
C 1.166 -1.079 0.017 -0.29
C 1.318 0.131 0.721 0.33
N 2.524 0.750 0.867 -0.44
C 3.794 0.071 0.773 -0.21
C 4.592 0.399 -0.503 -0.23
C 4.718 1.911 -0.657 -0.41
C 3.299 2.460 -0.672 -0.27
C 2.644 2.179 0.702 -0.19
C 2.413 1.788 -1.693 0.28
C 1.244 2.384 -2.071 -0.33
C 0.320 1.675 -2.863 -0.13
C 0.591 0.404 -3.249 -0.31
C 1.824 -0.237 -2.901 0.61
O 2.159 -1.366 -3.227 -0.65
N 2.698 0.529 -2.106 -0.41
C 3.950 -0.131 -1.776 -0.23
C 0.127 0.708 1.230 -0.08
N 0.129 1.680 2.270 0.52
O 1.151 1.839 2.920 -0.39
O -0.915 2.262 2.512 -0.40
C -1.125 0.231 0.832 -0.15
N -3.413 -1.904 0.331 -0.43
C -3.151 -2.172 1.723 -0.22
C -3.964 -1.220 2.618 -0.41
C -5.227 -0.765 1.878 -0.40
C -5.763 -1.910 1.024 -0.41
C -4.764 -2.216 -0.098 -0.22
H -0.142 -2.449 -0.941 0.23
H 2.033 -1.624 -0.314 0.23
H 3.645 -1.004 0.865 0.22
H 4.393 0.399 1.633 0.20
H 5.579 -0.064 -0.406 0.23
H 5.275 2.347 0.175 0.21
H 5.242 2.157 -1.583 0.22
H 3.298 3.539 -0.845 0.24
H 1.666 2.654 0.712 0.22
H 3.244 2.599 1.515 0.21
H 1.023 3.386 -1.741 0.22
H -0.611 2.146 -3.138 0.22
H -0.106 -0.179 -3.826 0.24
H 3.737 -1.203 -1.717 0.25
H 4.642 0.004 -2.617 0.21
H -1.999 0.750 1.197 0.25
H -3.445 -3.209 1.919 0.19
H -2.082 -2.083 1.922 0.23
H -3.367 -0.351 2.895 0.21
H -4.235 -1.742 3.537 0.21
H -5.980 -0.434 2.594 0.22
H -4.992 0.079 1.227 0.20
H -6.727 -1.646 0.588 0.22
H -5.914 -2.788 1.654 0.19
H -4.825 -3.271 -0.394 0.19
H -4.962 -1.605 -0.981 0.24
```

Summary:
* SMILES string: O=C(c1ccc(N2C[C@@H]3C[C@H](C2)c2cccc(=O)n2C3)c([N+](=O)[O-])c1)N1CCCCC1
* total charge: 0
* E_HOMO: -8.047 eV
* HOMO-LUMO gap: 7.64 eV


## x
Below is one molecule with the formula C23H26N4O4, with properties calculated with wB97M-V/def2-TZVPD.

Geometry as XYZ:
```
57
Properties=species:S:1:pos:R:3:nbo_charge:R:1
C 1.943 4.767 -3.667 -0.61
C 2.042 3.272 -3.385 -0.39
C 1.097 2.814 -2.276 -0.43
C 1.443 3.427 -0.915 -0.06
O 0.860 2.726 0.167 -0.49
C 1.357 1.517 0.519 0.33
C 0.673 0.852 1.542 -0.23
C 1.077 -0.389 1.978 -0.15
C 2.198 -0.998 1.415 -0.23
C 2.719 -2.314 1.844 0.66
O 3.903 -2.596 1.858 -0.60
N 1.808 -3.263 2.231 -0.44
N 0.479 -3.146 2.106 -0.24
C -0.270 -4.102 2.486 0.05
C -1.699 -4.032 2.417 -0.23
C -2.578 -4.975 2.999 -0.02
N -3.832 -4.615 2.858 -0.26
N -3.799 -3.457 2.201 -0.33
C -2.547 -3.047 1.896 0.23
C -2.318 -1.821 1.150 -0.11
C -3.094 -0.698 1.398 -0.20
C -2.913 0.459 0.657 -0.30
C -1.972 0.511 -0.358 0.27
O -1.747 1.584 -1.158 -0.49
C -2.430 2.779 -0.871 -0.25
C -1.171 -0.628 -0.611 0.34
O -0.261 -0.491 -1.613 -0.50
C 0.564 -1.589 -1.914 -0.25
C -1.353 -1.771 0.141 -0.27
C 2.907 -0.315 0.432 -0.08
C 2.491 0.918 -0.028 -0.34
H 2.581 5.037 -4.506 0.21
H 0.920 5.040 -3.914 0.20
H 2.255 5.348 -2.803 0.20
H 1.797 2.722 -4.296 0.21
H 3.072 3.023 -3.117 0.19
H 1.131 1.727 -2.187 0.23
H 0.072 3.072 -2.537 0.20
H 2.532 3.487 -0.785 0.17
H 1.035 4.438 -0.830 0.19
H -0.187 1.335 1.980 0.22
H 0.526 -0.882 2.762 0.23
H 2.208 -4.143 2.572 0.37
H 0.142 -5.021 2.923 0.16
H -2.324 -5.882 3.511 0.21
H -4.659 -2.992 1.955 0.41
H -3.829 -0.705 2.190 0.21
H -3.522 1.320 0.882 0.22
H -3.515 2.658 -0.959 0.18
H -2.093 3.500 -1.614 0.20
H -2.180 3.150 0.127 0.18
H 1.217 -1.254 -2.719 0.20
H 1.171 -1.883 -1.053 0.19
H -0.022 -2.447 -2.260 0.18
H -0.754 -2.647 -0.034 0.24
H 3.792 -0.776 0.018 0.22
H 3.060 1.400 -0.806 0.22
```

Summary:
* SMILES string: CCCCOc1ccc(C(=O)N/N=C/c2cn[nH]c2-c2ccc(OC)c(OC)c2)cc1
* total charge: 0
* E_HOMO: -7.865 eV
* HOMO-LUMO gap: 8.37 eV


## y
Below is one molecule with the formula C23H26N4O4, with properties calculated with wB97M-V/def2-TZVPD.

Geometry as XYZ:
```
57
Properties=species:S:1:pos:R:3:nbo_charge:R:1
C -7.492 -0.454 1.699 -0.62
C -6.053 -0.013 1.482 -0.06
O -5.727 -0.265 0.130 -0.50
C -4.476 0.036 -0.312 0.29
C -4.218 -0.255 -1.653 -0.25
C -2.983 0.014 -2.202 -0.18
C -1.967 0.574 -1.434 -0.07
C -0.622 0.844 -2.050 -0.24
N 0.037 1.986 -1.457 -0.60
C 1.362 2.027 -1.220 0.69
O 2.115 1.128 -1.547 -0.66
C 1.823 3.324 -0.563 -0.51
C 3.158 3.172 0.165 -0.41
C 3.011 2.431 1.497 -0.22
N 2.648 1.047 1.279 -0.25
N 3.659 0.287 0.821 -0.26
C 3.450 -0.893 0.391 0.42
C 4.567 -1.728 -0.144 -0.43
C 5.900 -0.995 -0.113 -0.60
N 2.187 -1.443 0.414 -0.33
C 1.109 -0.708 0.912 0.04
C -0.057 -1.452 0.845 -0.27
C 0.327 -2.675 0.280 0.23
O -0.200 -3.858 -0.087 -0.39
C 0.837 -4.581 -0.579 0.11
C 2.024 -3.911 -0.543 -0.32
C 1.705 -2.652 0.020 0.06
C 1.331 0.659 1.335 0.63
O 0.454 1.424 1.716 -0.66
C -2.225 0.860 -0.102 -0.23
C -3.465 0.598 0.459 -0.26
H -8.153 0.103 1.040 0.21
H -7.782 -0.275 2.730 0.21
H -7.593 -1.512 1.476 0.21
H -5.381 -0.576 2.144 0.17
H -5.947 1.058 1.703 0.17
H -5.008 -0.692 -2.244 0.22
H -2.802 -0.216 -3.242 0.21
H 0.046 -0.014 -1.910 0.24
H -0.736 1.000 -3.132 0.19
H -0.555 2.737 -1.140 0.40
H 1.927 4.063 -1.362 0.23
H 1.055 3.670 0.129 0.22
H 3.583 4.157 0.360 0.21
H 3.845 2.609 -0.470 0.23
H 2.227 2.880 2.110 0.23
H 3.962 2.443 2.034 0.21
H 4.315 -2.002 -1.172 0.22
H 4.625 -2.651 0.441 0.22
H 6.157 -0.722 0.907 0.22
H 6.685 -1.626 -0.520 0.21
H 5.834 -0.085 -0.700 0.22
H -1.029 -1.134 1.157 0.25
H 0.606 -5.568 -0.928 0.21
H 2.971 -4.281 -0.877 0.23
H -1.449 1.275 0.525 0.25
H -3.623 0.834 1.500 0.21
```

Summary:
* SMILES string: CCOc1ccc(CNC(=O)CCCn2nc(CC)n3c(cc4occc43)c2=O)cc1
* total charge: 0
* E_HOMO: -7.887 eV
* HOMO-LUMO gap: 8.69 eV


Which of them is the most stable? Correct choice: y.